14
Properties=species:S:1:pos:R:3:forces:R:3:nbo_charge:R:1 method="wB97M-V/def2-TZVPD" de_lowest_kj_mol=649.0 e_homo_ev="-7.317 / -7.215" gap_ev="6.999 / 6.787" lumo_ev="-0.318 / -0.427" energy_ev=-9840.55361
C -1.722566 0.047188 -0.160406 -0.234 -0.073 0.015 -0.314
C 0.468600 -0.403017 0.564711 0.160 0.174 0.062 -0.061
C 1.410462 -1.441651 0.918618 0.181 -0.050 0.265 -0.114
O 0.728158 -1.466112 -0.350350 -0.098 -0.035 -0.231 -0.532
C 0.640314 0.959979 0.189484 -0.034 0.123 0.184 0.593
O 1.086736 1.913598 0.793363 -0.161 -0.360 -0.208 -0.564
N -0.179986 1.172323 -1.010387 0.184 0.126 -0.128 -0.784
H -1.584297 -1.014104 -0.336758 -0.029 0.144 0.038 0.221
H -1.973255 0.328065 0.855070 0.061 -0.048 -0.113 0.212
H -2.327947 0.545213 -0.912941 0.165 -0.075 0.125 0.174
H 2.486152 -1.271007 0.848301 -0.165 0.006 0.008 0.181
H 1.117462 -2.230479 1.611892 0.011 0.127 -0.124 0.181
H -0.349266 2.158630 -1.181601 0.028 -0.102 0.013 0.402
H 0.199432 0.701374 -1.828997 -0.068 0.043 0.095 0.405